Record 1
75
Properties=species:S:1:pos:R:3:mulliken_charge:R:1 method="wB97M-V/def2-TZVPD" gap_ev="6.9 / 6.9" de_lowest_kcal_mol=7.38 total_charge=0 spin_multiplicity=1 mol_weight_g_mol=792.57 homo_energy_ev="-7.9 / -7.9" lumo_ev="-0.92 / -0.92"
W -0.94100 1.89545 0.38012 0.804
S 1.18894 2.77639 0.26568 -0.416
S -0.62384 1.82795 2.58864 -0.432
P 0.40956 -1.14798 0.10822 -1.886
O -0.49530 0.07196 -0.18337 0.670
O -4.75660 0.24989 -0.24054 -0.686
O -2.89597 1.23999 0.43242 -0.769
N -0.93912 7.78168 -1.52932 -0.426
N 1.92988 -1.03781 -0.46012 0.662
N -1.72097 3.70849 -0.10721 -0.597
N -5.06211 6.02321 -1.83624 -0.428
N 0.46336 -1.45698 1.69702 1.315
N -0.34746 -2.34919 -0.67372 0.624
C -1.51088 -2.19436 -1.57486 0.104
C -3.93561 -0.03765 -2.83465 -0.446
C 3.23744 2.88936 2.12853 -0.522
C 3.75912 2.72136 3.40225 -0.615
C -3.19847 0.73520 -1.93853 0.614
C 3.67812 -1.03326 -2.08875 -0.728
C -1.68007 6.91854 -1.35306 0.028
C 0.00323 -3.76030 -0.46987 -0.509
C -1.71936 -3.60751 -2.10952 -0.722
C -0.40645 -1.70529 3.86965 -0.612
C -0.82416 -1.66753 2.40493 -0.524
C -2.58897 5.84415 -1.14376 -0.173
C -2.37919 0.44679 -4.60361 -0.425
C -2.13120 4.69604 -0.58522 1.082
C 1.08199 2.19808 2.93046 0.197
C 2.17579 -1.31552 -1.89723 -0.291
C -1.64648 1.23771 -3.73290 -1.021
C 1.89317 2.62026 1.88812 0.445
C -3.53030 -0.18538 -4.15049 -0.650
C 0.99125 -2.31764 3.81371 -0.837
C 1.61077 -1.62672 2.60247 -0.291
C 1.59726 2.04598 4.21285 -0.668
C -1.23986 -4.49534 -0.96137 -0.825
C 2.94010 2.30162 4.44563 -0.556
C -3.95670 5.94286 -1.52632 0.053
C 3.04960 -0.22586 0.05279 -0.093
C 4.23008 -0.84931 -0.67240 -0.889
C -3.68364 0.75132 -0.49497 0.482
C -2.06266 1.37625 -2.41530 0.113
H 1.91377 -2.34883 -2.11971 0.256
H 5.11772 -0.21955 -0.64221 0.392
H 0.87887 -4.04032 -1.06674 0.291
H 3.34740 2.18456 5.44140 0.397
H -2.75657 -3.78391 -2.38838 0.425
H 4.47426 -1.81323 -0.22104 0.341
H -1.10748 -2.27076 4.48090 0.447
H 1.56808 -0.66733 -2.53394 0.192
H 3.81171 -0.11377 -2.65871 0.330
H -1.53624 -0.87153 2.18517 0.111
H -4.82830 -0.52297 -2.46464 0.506
H -1.26428 -2.62041 2.09258 0.320
H -1.02709 -5.52007 -1.26026 0.420
H 0.94577 1.73387 5.02100 0.432
H -0.76346 1.76172 -4.07497 0.492
H -4.11780 -0.79142 -4.82823 0.429
H -0.35628 -0.68629 4.25707 0.116
H 0.23798 -3.95082 0.57922 0.265
H 0.92489 -3.39483 3.64203 0.337
H -2.37790 -1.85248 -1.00793 0.131
H 2.39786 -2.21394 2.12830 0.277
H 3.86626 3.23219 1.31530 0.500
H -1.99166 -4.51698 -0.16924 0.289
H 3.11613 -0.26568 1.13571 -0.024
H 4.17061 -1.83509 -2.63544 0.374
H -1.31167 -1.46769 -2.36284 -0.233
H 1.57672 -2.15134 4.71645 0.421
H 4.80510 2.92915 3.58723 0.393
H -1.09822 -3.77136 -2.99318 0.305
H -2.06357 0.33699 -5.63311 0.411
H -1.46164 2.06174 -1.81554 0.402
H 2.01821 -0.65439 2.89615 0.007
H 2.92752 0.81788 -0.24263 0.089

***

Record 2
79
Properties=species:S:1:pos:R:3:mulliken_charge:R:1 method="wB97M-V/def2-TZVPD" gap_ev=5.6 de_lowest_kcal_mol=32.02 total_charge=-1 spin_multiplicity=1 mol_weight_g_mol=703.63 homo_energy_ev=-3.4 lumo_ev=2.20
Br -1.72957 -2.24017 1.92894 -0.156
S 0.94637 1.95609 -1.92838 -0.330
Na -0.75330 1.58731 0.39886 0.827
O -1.87675 2.93975 1.45662 -0.888
O -1.68492 3.83566 3.51868 -0.790
N -1.81544 0.44180 2.55600 0.341
N 2.23895 2.03351 2.60840 -1.006
N 1.07432 2.39066 2.13391 0.334
N 2.55872 3.85426 1.39471 -0.935
N -1.22560 -1.87325 -1.57813 0.105
N 3.18540 -2.07342 1.49431 0.327
N -3.58542 -1.91201 -1.89448 -0.033
N 3.08134 2.91759 2.14697 1.349
N 1.39608 -0.53897 1.27663 0.207
N 4.43613 2.84383 2.40138 -0.630
N -3.43809 0.00383 -0.44246 0.105
C 0.18749 5.05734 -4.40662 -0.470
C -4.10237 0.94220 0.23756 -0.078
C 1.27937 3.49506 1.40401 -0.256
C 4.33324 -2.67521 0.83852 -0.856
C -0.95024 -3.64298 -3.70630 -0.495
C -2.52624 -0.98384 4.34501 -0.541
C -1.83077 2.91134 2.71313 0.253
C 0.51705 4.54800 -5.65698 -0.425
C -4.14576 -0.87670 -1.14943 0.653
C -2.03693 1.51031 3.33012 0.464
C 0.30416 4.27669 -3.26865 -0.516
C 1.08379 2.44988 -4.61229 -0.473
C 2.54696 -2.83045 2.55188 -1.044
C -2.28637 -2.29086 -2.24754 0.616
C -5.55249 -0.83127 -1.18434 -0.706
C -6.21669 0.14020 -0.47010 -0.433
C 0.16526 -3.18213 -3.03094 -0.747
C -2.05425 -0.74409 3.06588 0.005
C -0.02987 -2.31006 -1.97176 -0.166
C -2.49487 1.38797 4.63705 -0.726
C 0.76032 2.94931 -3.33806 0.222
C 2.56868 -0.94208 0.97537 0.763
C -2.19606 -3.20195 -3.31058 -0.779
C 0.96419 3.23494 -5.74650 -0.457
C 1.65952 -3.98126 2.07293 -0.730
C 3.99234 -3.46664 -0.43003 -0.802
C -2.74732 0.12753 5.14690 -0.347
C 3.39315 -0.09983 0.03701 -1.282
C -5.48070 1.05501 0.26412 -1.131
H 1.22188 2.82001 -6.71569 0.308
H -3.47558 1.64687 0.77521 0.506
H 4.90579 -3.72945 -0.96819 0.406
H 0.49713 4.04810 0.91319 0.582
H 4.33219 0.19756 0.50963 0.416
H -6.10540 -1.55544 -1.77173 0.316
H -5.95618 1.84151 0.83409 0.451
H 2.82388 0.78674 -0.22884 0.009
H -3.09265 -3.54348 -3.81573 0.314
H 0.98170 -3.64015 1.28957 0.029
H 1.42934 1.42590 -4.68490 0.321
H -2.63790 2.29144 5.21226 0.510
H 3.45310 -4.38345 -0.19339 0.255
H 4.79107 3.78192 2.51834 0.283
H 3.62110 -0.62489 -0.89240 0.264
H 1.05633 -4.36246 2.89909 0.374
H 3.33521 -3.21997 3.20346 0.380
H -4.27597 -2.41234 -2.42250 0.078
H 1.16243 -3.48174 -3.32491 0.445
H -0.85563 -4.33532 -4.53396 0.371
H -7.29864 0.18484 -0.49077 0.378
H 3.35964 -2.87095 -1.08681 0.069
H 0.42559 5.16193 -6.54518 0.339
H 0.04272 4.68013 -2.29855 0.300
H -2.71758 -1.98986 4.68698 0.438
H 2.26186 -4.80174 1.68046 0.325
H -3.11248 0.00092 6.15891 0.389
H 0.80053 -1.94490 -1.39413 0.318
H 4.81309 -3.33960 1.56093 0.377
H 4.55989 2.28443 3.23387 0.266
H 5.05486 -1.89639 0.58936 0.411
H -0.16406 6.08032 -4.32120 0.335
H 0.89282 -1.15489 1.90843 -0.432
H 1.95713 -2.13850 3.15378 0.532

***

Record 3
79
Properties=species:S:1:pos:R:3:mulliken_spin:R:1 method="wB97M-V/def2-TZVPD" gap_ev="6.4 / 7.0" s_squared=3.77 de_lowest_kcal_mol=12.09 total_charge=0 spin_multiplicity=4 mol_weight_g_mol=733.51 homo_energy_ev="-6.2 / -7.0" lumo_ev="0.18 / 0.05"
V -0.51289 -0.34770 0.04518 2.741
Cl -2.20938 -4.38732 -2.43386 0.002
Cl -6.85643 -1.68565 -2.58732 0.001
S 1.52316 2.71550 -0.15392 0.020
P -0.91146 2.21790 2.48957 -0.010
O -1.17824 -1.94484 -1.05910 -0.050
O -0.34470 1.24643 1.47189 -0.016
O 1.95477 3.71483 1.01146 -0.001
O -0.84936 -1.49718 1.86390 -0.009
O 0.34586 0.56565 -1.64962 -0.007
O -1.29052 3.58695 2.05166 0.001
N -2.59144 0.24544 -0.40888 0.021
N 2.17433 -0.71207 -1.02564 0.013
N -2.20152 0.06266 3.69463 0.001
N 1.43360 -0.98116 0.11729 -0.027
N 1.71092 2.25085 3.13088 -0.001
C -0.00944 3.45380 -0.76640 0.008
C -5.25626 0.55244 -1.14044 0.028
C -4.59041 -0.65487 -1.44893 -0.013
C -2.41900 -1.91661 -1.37813 -0.036
C 1.41591 0.96176 -4.17105 0.002
C 3.46147 -0.07163 -3.44206 -0.002
C -3.23088 -0.75949 -1.07335 0.039
C 3.31837 0.90191 -5.63925 0.001
C 2.75777 3.13732 -1.37632 -0.002
C -3.09164 -2.95017 -2.03400 0.014
C 1.96277 -3.26570 4.37706 -0.014
C 2.14401 0.30089 -3.18524 -0.001
C -2.37630 1.46619 3.28537 0.009
C -4.58318 1.55637 -0.50373 -0.011
C 4.04508 0.23174 -4.66266 -0.001
C -5.18024 -1.75135 -2.11323 0.015
C 2.00004 1.26039 -5.39397 0.000
C 0.11516 -2.06465 2.65441 0.013
C 1.49241 0.03496 -1.86414 -0.020
C -4.44073 -2.86813 -2.39122 -0.006
C 1.46369 -2.13571 2.26831 0.036
C 0.38778 2.26133 3.79179 0.002
C 0.09367 4.35099 -1.98431 0.001
C 4.09191 2.52798 -0.97468 0.000
C 2.35578 -2.75342 3.15677 0.015
C 0.62337 -3.19559 4.73478 0.029
C -0.28619 -2.61139 3.87212 -0.015
C 2.04731 -1.66498 1.01216 0.131
C -3.23807 1.36065 -0.14697 0.064
H 4.82720 2.73223 -1.75275 0.000
H 2.68708 -3.73174 5.03219 0.000
H 3.77707 1.13490 -6.59244 0.000
H -5.06416 2.49456 -0.26365 0.000
H -3.15951 1.51305 2.52635 -0.003
H 2.45164 2.31633 3.81833 0.000
H -2.68771 2.12318 4.10378 0.000
H 1.82066 1.36511 2.64302 0.002
H -0.63763 2.58783 -0.95681 0.015
H -4.89658 -3.70649 -2.90167 -0.001
H -1.34192 -2.60030 4.11459 0.000
H -1.59125 0.00192 4.50308 0.001
H 0.71726 5.22738 -1.80735 0.000
H 2.39539 2.72273 -2.31823 -0.001
H 2.79455 4.22444 -1.45370 0.000
H 1.42403 1.76726 -6.15875 0.000
H -2.68846 2.13979 0.37265 0.002
H 4.45232 2.95660 -0.03929 0.000
H -6.29484 0.66649 -1.41968 0.002
H 3.08174 -1.94381 0.82186 0.005
H 4.01270 -0.60242 -2.67715 -0.001
H 1.83172 3.20018 1.89471 -0.001
H -1.47031 -0.97641 2.46979 0.009
H -0.39706 3.95808 0.12161 0.000
H -0.90973 4.70546 -2.22465 0.000
H 0.28093 -3.61459 5.67280 0.002
H -3.09039 -0.32756 3.98261 0.001
H 0.28187 3.17287 4.37859 0.000
H 3.39535 -2.82589 2.85767 0.000
H 5.07000 -0.05989 -4.85664 0.000
H 4.00179 1.44559 -0.86691 0.000
H 0.26424 1.40443 4.46699 0.000
H 0.46830 3.81168 -2.85470 0.000
H 0.38566 1.22329 -3.96396 0.002

***

Record 4
80
Properties=species:S:1:pos:R:3:mulliken_charge:R:1 method="wB97M-V/def2-TZVPD" gap_ev=7.0 de_lowest_kcal_mol=489.90 total_charge=0 spin_multiplicity=1 mol_weight_g_mol=653.61 homo_energy_ev=-6.9 lumo_ev=0.11
F 6.66908 0.69987 -13.42849 -0.327
F 3.24225 -1.10367 -14.22698 -0.433
F 1.22257 -0.70194 -5.97586 -0.321
O 1.31139 1.10035 -7.39800 -0.302
O 7.43793 -1.27394 -13.35564 0.047
O 7.84344 2.35641 -12.38011 -0.539
O 6.17608 2.69229 -11.04932 -0.394
O 3.07983 2.39239 -7.69702 -0.591
O 6.04006 -2.30436 -14.76732 -0.503
O 7.22677 4.48685 -11.76878 -0.668
O 3.01459 0.14060 -7.98909 -0.350
O 5.48849 -0.44336 -13.93942 0.138
N 10.99526 -1.37404 -8.31538 0.127
N 9.58733 -1.34665 -11.11798 -0.407
N 4.32343 -3.99860 -10.31996 -0.008
N 6.19860 -0.88475 -9.04097 0.349
N 2.60278 -0.03214 -12.78627 -0.465
C 5.86555 -5.14392 -11.34087 -1.077
C 5.62057 -4.00925 -12.09233 -0.158
C 8.83328 -1.78018 -8.47954 0.169
C 6.38281 1.31542 -11.09613 1.523
C 2.06341 1.93334 -11.81379 -1.268
C 4.84616 -0.82740 -9.22799 -2.692
C 3.21821 1.47107 -11.30022 0.344
C 6.41156 -1.34635 -13.99284 0.488
C 10.39211 -0.20913 -8.59309 -1.038
C 3.62632 0.43013 -12.08059 1.055
C 4.96117 -1.88450 -15.60785 -0.496
C 7.24889 1.12028 -12.31596 1.164
C 9.85896 -0.29801 -13.07985 -0.711
C 9.92931 -0.15806 -11.73254 -0.710
C 5.99633 -1.08013 -11.18519 1.098
C 1.64343 0.98914 -12.79332 -1.168
C 6.89660 -1.13867 -10.17435 -1.410
C 5.09457 -5.08964 -10.20958 -0.701
C 9.17147 -2.32032 -12.07155 -1.146
C 7.02770 3.26987 -11.78791 0.432
C 4.81935 -0.89762 -10.58552 0.261
C 4.40889 -0.70170 -14.86046 0.074
C 9.03139 -0.48565 -8.79894 -0.580
C 1.00053 -0.24207 -7.27730 0.085
C 2.02166 -0.80963 -8.11830 -0.344
C 9.43855 -1.64066 -13.27294 -0.410
C 2.50920 1.30603 -7.59841 0.697
C 4.65360 -3.29163 -11.46847 0.152
C 10.09602 -2.39050 -8.51664 -1.114
H 4.84905 -5.80535 -9.43894 0.476
H 10.06172 0.73110 -11.13400 0.332
H 10.36162 -3.41894 -8.32123 0.475
H 0.78813 1.00491 -13.45257 0.447
H 2.31142 -1.70592 -7.56985 0.288
H 8.00246 0.34576 -12.17334 -0.652
H 0.01890 -0.65796 -7.50431 0.436
H 3.90147 -0.83220 -11.15086 -0.403
H 4.26416 -2.71945 -15.53615 0.410
H 5.17560 -1.62534 -16.64465 0.242
H 4.20701 0.16265 -15.49311 0.307
H 8.27992 0.27733 -8.93877 0.712
H 9.26396 -2.01603 -14.27044 0.567
H 9.54559 -1.48303 -10.11810 2.069
H 4.17814 -2.34881 -11.69526 0.449
H 8.99860 -3.36648 -11.86642 0.495
H 6.88449 0.97144 -10.19164 -0.688
H 4.52246 -0.17046 -12.02933 0.280
H 6.06634 -1.19382 -12.25691 0.210
H 3.89647 1.93957 -10.60245 0.743
H 11.00703 0.67706 -8.64733 0.469
H 5.45050 0.77130 -11.24724 -0.868
H 2.79842 -0.76259 -13.45580 0.762
H 10.03883 0.39701 -13.88669 0.444
H 6.55957 -5.95366 -11.51133 0.435
H 1.63991 -1.02358 -9.11660 0.221
H 11.94320 -1.44391 -7.97387 0.232
H 4.03072 -0.73807 -8.52551 1.304
H 3.55721 -3.71807 -9.72474 0.255
H 7.87440 -2.26142 -8.35566 0.711
H 1.50256 2.83850 -11.63346 0.487
H 7.97287 -1.22441 -10.20075 -0.584
H 6.05774 -3.67829 -13.02280 0.572
H 6.62552 -0.76651 -8.13330 0.494